DFT (ωB97M-V/def2-TZVPD) results for a molecular structure, C37H38CaCl5N3O7P2.

Summary:
**HOMO level**: -0.0771 hartree
**Energy above the lowest of the compared OMol25 structures with the same formula, charge and spin**: 0.003 eV
**2S+1**: 1
**LUMO level**: 3.83 eV
**Total energy**: -157419.654 eV
**Net charge**: -2

Atoms and positions in Å:
Ca 0.599 -0.651 -0.467
C 2.501 2.071 -2.503
C 1.150 2.526 -3.047
C 1.192 3.995 -3.458
P -0.211 1.850 -1.980
C -1.724 2.578 -2.784
C -2.968 2.410 -1.918
C -1.950 1.978 -4.169
C -0.221 2.689 -0.361
C 0.318 3.950 -0.138
C 0.272 4.559 1.106
C -0.341 3.886 2.153
C -0.885 2.634 1.958
C -0.833 1.986 0.709
N -1.269 0.685 0.545
C -2.436 0.289 1.119
C -3.516 1.163 1.401
C -4.719 0.703 1.891
C -4.931 -0.647 2.146
C -3.882 -1.525 1.906
C -2.659 -1.094 1.412
P -1.232 -2.185 1.159
C -0.409 -2.194 2.827
C -1.248 -2.775 3.960
C 0.073 -0.794 3.194
C -1.887 -3.915 1.057
C -0.687 -4.864 1.019
C -2.756 -4.125 -0.180
H 3.284 2.256 -3.243
H 2.510 1.002 -2.285
H 2.759 2.590 -1.580
H 0.962 1.944 -3.960
H 1.533 4.635 -2.644
H 0.224 4.368 -3.804
H 1.905 4.122 -4.278
H -1.540 3.658 -2.888
H -3.165 1.360 -1.705
H -3.836 2.825 -2.439
H -2.861 2.929 -0.966
H -2.259 0.935 -4.087
H -1.058 2.012 -4.798
H -2.743 2.523 -4.689
H 0.802 4.471 -0.952
H 0.734 5.526 1.257
H -0.375 4.333 3.141
H -1.337 2.105 2.788
H -3.397 2.220 1.204
H -5.518 1.418 2.068
H -5.881 -1.003 2.525
H -4.017 -2.583 2.113
H 0.476 -2.820 2.677
H -2.223 -2.283 4.021
H -0.738 -2.619 4.915
H -1.411 -3.849 3.850
H -0.773 -0.150 3.445
H 0.622 -0.297 2.395
H 0.734 -0.849 4.063
H -2.480 -4.135 1.953
H -0.072 -4.663 0.140
H -1.036 -5.900 0.969
H -0.034 -4.761 1.886
H -2.160 -3.993 -1.085
H -3.590 -3.425 -0.234
H -3.154 -5.145 -0.185
O 2.793 -3.198 2.067
C 2.727 -2.196 1.342
O 2.048 -2.095 0.276
C 3.537 -0.967 1.759
C 4.585 -1.197 2.614
C 5.396 -0.155 3.077
C 5.147 1.155 2.707
C 4.110 1.397 1.835
C 3.212 0.379 1.322
O 2.219 0.671 0.603
N 3.959 2.793 1.439
O 4.189 3.649 2.291
O 3.664 3.063 0.291
N 6.503 -0.433 3.954
O 6.721 -1.593 4.281
O 7.184 0.507 4.360
H 4.758 -2.215 2.932
H 5.752 1.966 3.074
Cl 2.577 -2.111 -3.130
C 0.897 -2.190 -3.676
C -0.081 -1.764 -2.802
C -1.362 -1.821 -3.312
Cl -2.676 -1.250 -2.281
C -1.688 -2.269 -4.586
Cl -3.323 -2.296 -5.160
C -0.658 -2.695 -5.421
Cl -1.011 -3.256 -7.020
C 0.659 -2.655 -4.966
Cl 1.938 -3.166 -6.016


DFT (ωB97M-V/def2-TZVPD) results for a molecular structure, C37H38Cl5FeP2Se2Te.

Summary:
**HOMO level (alpha / beta)**: -0.3860 / -0.3861 hartree
**Energy above the lowest of the compared OMol25 structures with the same formula, charge and spin**: 0.111 eV
**2S+1**: 1
**LUMO level (alpha / beta)**: -2.31 / -2.32 eV
**Total energy**: -292542.607 eV
**Net charge**: +1

Atoms and positions in Å:
Fe -1.377 0.426 -1.823
Cl -1.865 2.849 -1.600
C -2.534 2.432 -3.162
C -2.268 1.118 -3.507
C -2.644 0.781 -4.807
Cl -2.211 -0.776 -5.455
C -3.304 1.680 -5.651
Cl -3.762 1.208 -7.236
C -3.587 2.974 -5.211
Cl -4.407 4.083 -6.229
C -3.177 3.375 -3.941
Cl -3.439 4.968 -3.371
C -1.551 -3.079 -0.808
Se -1.555 -1.989 -2.429
C -3.495 -2.065 -2.661
C -4.247 -1.581 -1.442
Se -3.696 0.232 -0.949
C -3.952 -0.005 0.965
H -2.321 -3.840 -0.912
H -1.730 -2.474 0.076
H -0.590 -3.581 -0.726
H -3.753 -3.095 -2.900
H -3.705 -1.450 -3.532
H -4.060 -2.210 -0.573
H -5.318 -1.567 -1.631
H -5.005 -0.204 1.140
H -3.676 0.921 1.464
H -3.356 -0.834 1.336
C -0.363 -0.642 1.564
P 0.108 0.296 0.049
C 1.766 -0.408 -0.275
C 1.800 -1.712 -0.776
C 3.005 -2.365 -0.996
C 4.200 -1.707 -0.738
C 4.176 -0.408 -0.252
C 2.971 0.237 -0.011
C 0.340 2.029 0.545
C 1.193 2.883 -0.155
C 1.230 4.238 0.140
C 0.398 4.764 1.118
C -0.487 3.931 1.789
C -0.521 2.574 1.500
P 0.167 -0.109 3.273
C 1.995 -0.205 3.193
C 2.707 0.975 3.391
C 4.098 0.964 3.418
C 4.781 -0.231 3.252
C 4.077 -1.415 3.047
C 2.692 -1.402 3.019
C -0.210 -1.657 4.180
C -1.159 -2.592 3.776
C -1.452 -3.695 4.570
C -0.802 -3.878 5.779
C 0.141 -2.946 6.198
C 0.428 -1.844 5.409
H -0.027 -1.665 1.369
H -1.453 -0.664 1.591
H 0.873 -2.234 -0.982
H 3.008 -3.379 -1.374
H 5.144 -2.206 -0.915
H 5.104 0.105 -0.031
H 2.982 1.223 0.430
H 1.811 2.498 -0.954
H 1.904 4.886 -0.405
H 0.429 5.821 1.347
H -1.152 4.335 2.542
H -1.217 1.942 2.034
H 2.168 1.904 3.543
H 4.644 1.883 3.588
H 5.863 -0.247 3.290
H 4.612 -2.348 2.921
H 2.148 -2.331 2.888
H -1.688 -2.476 2.837
H -2.191 -4.414 4.240
H -1.028 -4.738 6.396
H 0.652 -3.076 7.143
H 1.165 -1.124 5.747
C 2.844 0.369 -3.612
Te 0.736 0.669 -3.502
C 0.622 2.382 -4.760
H 3.057 0.119 -4.647
H 3.089 -0.469 -2.966
H 3.392 1.255 -3.302
H 1.597 2.863 -4.770
H -0.117 3.066 -4.350
H 0.340 2.081 -5.765